Here is a cluster of 3 separate species, C3H11NO3 in total at a distorted geometry from OMol25. Energies are from ωB97M-V/def2-TZVPD.

As for the spin multiplicity: 2. Its frontier orbital gap (spin up / spin down) is 11.25 / 6.32 eV. The LUMO energy (spin up / spin down) is -3.77 / -8.68 eV. The total charge is +1. The value obtained for the calculated total energy is -401.04037 a.u. The calculation puts the relative energy (zero: lowest compared OMol25 entry of this formula, charge and spin) at 7.3 kcal/mol.

Atoms and positions in Å:
H -2.05 0.25 -0.71
H 0.56 -1.83 -2.97
C 1.47 -0.31 1.22
H 1.50 -1.01 -1.94
N 0.19 0.11 0.75
H 1.48 -1.37 1.54
O 1.08 -1.85 -2.15
O 1.13 2.16 -0.95
H -3.01 -0.78 0.36
H 0.96 2.98 -0.45
O 2.40 0.41 1.21
H -1.18 -0.66 2.08
C -0.98 -0.62 0.99
H -0.87 -1.69 0.76
H -2.58 0.88 0.82
H 2.00 2.24 -1.38
H 0.12 1.11 0.48
C -2.23 -0.03 0.34